The following is a DFT calculation (ωB97M-V/def2-TZVPD) of a 2-piece molecular cluster, C12H17IN2O6S overall.

```
39
Properties=species:S:1:pos:R:3:forces:R:3:mulliken_charge:R:1
C 0.3572 1.3697 2.5826 -0.3940 -0.2157 -0.1540 -0.92
C -1.0420 1.7648 2.1064 0.4654 0.4196 -0.3566 -0.51
C -1.4988 1.0450 0.8500 -0.5627 0.1790 0.3043 -0.55
O -0.5718 1.2768 -0.2307 -0.3269 -0.2872 -0.0302 -0.31
C -0.1394 0.1192 -0.9056 0.6399 0.3209 -0.1488 1.12
C 0.4981 -0.7838 0.0663 -0.4864 -0.2751 -0.0187 -0.39
N 0.7677 -1.5426 0.8843 0.5870 -0.2214 0.0972 -0.33
C 0.9098 0.5765 -1.9285 -0.1143 0.3315 0.3476 -0.95
C 2.0069 1.4336 -1.2916 0.1601 0.1109 -0.5666 -0.93
C 1.7112 2.9211 -1.2004 0.2747 -0.0688 0.5820 -0.96
I 1.7163 3.8830 -3.1184 -0.1157 0.0123 0.0224 -0.06
C -1.3052 -0.6685 -1.5748 -0.4033 -0.1921 0.0495 0.59
C -2.2915 0.2716 -2.1228 0.4004 0.4135 0.0593 -0.08
N -2.9703 1.0908 -2.5554 -0.1784 -0.1833 -0.0849 -0.62
C -0.8786 -1.6339 -2.6946 -0.2913 0.0637 0.2567 -0.83
C 0.0926 -2.7259 -2.2987 0.4139 -0.0990 -0.2265 -0.24
O 0.8548 -3.1781 -3.1197 -0.0500 0.0327 0.0081 -0.54
H 0.6505 1.9941 3.4260 0.0649 -0.0990 0.0714 0.41
H 1.0640 1.5356 1.7670 0.1074 0.0257 0.0623 0.05
H 0.4020 0.3130 2.8588 0.0557 0.0199 0.1947 0.27
H -1.7962 1.6404 2.8849 0.0201 -0.1970 -0.0054 0.41
H -1.0314 2.8330 1.8498 -0.0717 0.0495 0.1032 0.28
H -1.6626 -0.0176 1.0441 0.3286 -0.0608 0.0416 0.47
H -2.4576 1.4693 0.5355 -0.0090 -0.0713 -0.0702 0.27
H 0.4003 1.1592 -2.7018 0.0284 -0.0995 -0.1084 0.47
H 1.3854 -0.2924 -2.3801 -0.1579 -0.0636 -0.0740 0.35
H 2.9004 1.3242 -1.9112 0.0813 -0.0440 0.1013 0.42
H 2.2808 1.0692 -0.2979 -0.1776 -0.0393 0.0443 0.35
H 2.5067 3.4158 -0.6482 0.0329 0.0697 -0.0993 0.54
H 0.7754 3.1425 -0.7001 -0.1523 -0.0196 -0.2635 0.32
H -1.8138 -1.2382 -0.7923 0.0520 -0.0186 0.0333 0.47
H -1.7843 -2.1439 -3.0391 0.0092 -0.0572 0.0208 0.57
H -0.4968 -1.0831 -3.5525 0.1611 -0.1033 -0.0108 0.32
H 0.0995 -3.1158 -1.2681 -0.2423 0.0763 0.0506 0.53
O -0.3568 -4.2214 5.0996 -0.0132 0.0553 -0.0503 -0.79
S 0.0759 -3.4503 3.8989 0.0040 0.0762 -0.1152 1.14
O 0.9929 -2.3429 4.3126 -0.0386 0.0430 -0.0288 -0.78
O -1.1282 -2.8547 3.2243 -0.0509 0.0860 -0.0779 -0.76
O 0.7771 -4.3554 2.9413 -0.0505 0.0299 0.0397 -0.78
```
Forces are in eV/Å.

Results
- Kohn-Sham gap (hartree) = 0.0969
- calculated total energy (Ha) = -1724.2388
- net charge = -2

***

The following is a DFT calculation (ωB97M-V/def2-TZVPD) of C12H17IrN7O7S as an isolated structure.

```
45
Properties=species:S:1:pos:R:3:forces:R:3:mulliken_charge:R:1
Ir 0.6557 -1.9524 0.6442 -0.2310 -0.5771 0.5647 1.09
N 2.9488 -2.5757 0.5930 -0.1329 0.4491 -0.0171 -0.53
N 3.3715 -2.7905 1.9107 -0.1178 -0.0600 0.0600 -0.12
C 2.4432 -2.9422 2.8874 0.0792 -0.0357 -0.4486 0.79
N 2.8661 -2.9600 4.1348 -0.1027 0.0429 0.1783 -0.35
N 1.1837 -3.0967 2.4420 -0.0703 0.3875 0.4645 -0.53
N 0.1454 -3.0992 3.3958 -0.0068 -0.5812 -0.0218 1.25
O 0.3518 -3.4269 4.5502 0.2675 0.1446 -0.0630 -0.71
O -0.9368 -2.8559 2.9376 -0.2433 0.2839 -0.2585 -0.62
H 3.2611 -3.3393 0.0063 -0.0364 0.0092 -0.0920 0.21
H 3.2729 -1.6637 0.2583 0.0698 -0.0098 -0.0500 0.34
H 4.3004 -2.4904 2.1609 0.0308 -0.0281 -0.0055 0.24
H 3.8121 -2.7097 4.3668 0.0163 -0.0297 -0.0292 0.18
H 2.1851 -3.1176 4.8646 0.0098 -0.0250 0.0178 0.23
C -2.7442 2.6034 -1.8105 0.0411 -0.3026 -0.0103 -1.03
N -2.5675 1.2889 -1.1801 0.3234 0.2394 0.0376 -0.13
N -1.3814 0.5720 -1.2096 -0.3601 0.2508 -0.0846 0.67
C -1.6765 -0.7145 -0.8367 0.5635 -0.4370 0.0859 0.81
O -0.7988 -1.6699 -0.7459 -0.0123 0.4863 -0.1240 -0.71
C -3.0426 -0.8028 -0.6217 -0.3408 -0.1960 0.0510 -1.27
C -3.5611 0.4484 -0.8565 -0.3284 0.1169 -0.0845 0.98
C -4.9843 0.8943 -0.8362 0.0684 -0.0525 0.0266 -1.54
C -0.0208 1.1666 -1.0672 -0.0225 -0.1835 0.2503 1.84
C 0.8283 0.5475 -2.1282 -0.0200 -0.0381 -0.0484 -0.94
C 1.6076 1.2999 -2.9354 0.0457 0.2099 -0.1008 -0.41
C 1.6777 2.7049 -2.7932 -0.0695 -0.0629 0.0683 -0.78
C 0.8899 3.3475 -1.8055 0.2128 0.0289 -0.2615 -0.45
C 0.0494 2.6492 -1.0167 -0.2509 0.0441 0.0771 -1.45
H -1.9709 2.7579 -2.5518 0.0796 -0.0077 -0.0523 0.37
H -2.7139 3.4015 -1.0762 0.0229 0.0343 0.0697 0.33
H -3.7058 2.6072 -2.3143 -0.0462 -0.0008 0.0087 0.42
H -3.5780 -1.6925 -0.3340 0.0445 0.0804 -0.0105 0.45
H -5.6144 0.0767 -0.4961 0.0133 0.0072 0.0027 0.36
H -5.3219 1.1902 -1.8311 0.0142 -0.0275 0.0060 0.37
H -5.1237 1.7422 -0.1651 0.0199 -0.0012 -0.0133 0.35
H 0.7545 -0.5255 -2.2519 0.0255 0.0693 0.0530 0.45
H 2.1884 0.8101 -3.7068 0.0079 0.0482 0.0216 0.47
H 2.3355 3.2859 -3.4234 -0.0155 -0.0162 0.0053 0.44
H 0.9733 4.4181 -1.6653 0.0340 -0.0373 -0.0190 0.53
H -0.4896 3.1270 -0.2081 -0.0064 -0.0482 -0.0274 0.66
O 2.0037 2.0713 1.4347 0.0062 -0.1677 -0.0044 -0.65
S 1.7530 0.7484 0.9779 0.2259 -0.0203 -0.0208 1.18
O 1.4636 -0.2535 2.0427 0.1970 0.0384 -0.4684 -0.64
O 0.2640 0.7123 0.3017 0.0827 -0.1947 -0.1498 -0.49
O 2.6455 0.2073 -0.0425 -0.0881 0.1693 0.4169 -0.69
```
Forces are in eV/Å.

Results
- Kohn-Sham gap (spin up / spin down) (hartree) = 0.2941 / 0.2819
- ⟨S²⟩ = 6.04
- calculated total energy (Ha) = -1879.4904
- net charge = +1
- multiplicity = 5

***

The following is a DFT calculation (ωB97M-V/def2-TZVPD) of a 2-piece molecular cluster, C12H17N overall.

```
30
Properties=species:S:1:pos:R:3:forces:R:3:mulliken_charge:R:1
C -0.4638 -0.4210 -2.5420 2.3499 0.0236 -0.0129 -0.46
C -1.6689 -0.6839 -3.4233 -0.2989 -0.7055 -2.1428 -1.22
C -0.8117 -0.2578 -1.0806 -0.5668 0.8655 0.2231 0.51
C -1.7655 0.6515 -0.5671 2.0242 -2.0086 0.2914 -1.11
C -0.2906 -0.9447 0.0048 -1.4265 1.3104 2.1194 0.83
C -0.8656 -0.4085 1.2527 -0.2636 0.7032 -2.0747 -0.14
C 0.4247 -2.0932 0.2071 2.7163 -2.2778 -4.1963 -0.12
C -0.5370 -0.8176 2.5258 0.2684 -0.3811 -1.6315 -1.10
C 0.7843 -2.5538 1.4363 -0.2731 -0.3983 0.6091 -0.69
C 0.3470 -1.9357 2.5877 0.7058 -0.0880 2.3040 -0.43
N -1.7504 0.5788 0.8432 1.8630 -1.5640 -2.0994 0.12
H 0.2515 -1.2694 -2.6785 -0.8362 -0.0140 0.5389 0.24
H 0.3299 0.3684 -2.9102 -2.0498 -0.5441 0.3936 0.19
H -2.3968 -1.3584 -2.9382 0.2787 0.5933 0.0410 0.36
H -2.2425 1.2652 -1.2231 -1.7638 2.2138 -0.8002 0.44
H -2.3058 1.0772 1.4353 -1.6382 1.4153 1.6021 0.06
H 0.9274 -2.5772 -0.7676 -1.1824 0.7272 2.2108 -0.08
H -0.9812 -0.2947 3.3228 -0.2412 0.2904 1.2883 0.43
H 1.2676 -3.5087 1.4067 0.7087 -0.2829 0.6004 0.36
H 0.7624 -2.1900 3.5985 -0.4980 -0.1789 -1.0668 0.21
H -1.4237 -1.2136 -4.3906 0.3471 0.1352 0.9145 0.37
H -2.1763 0.1737 -3.8829 -0.1270 0.2925 0.8987 0.28
C 2.4088 1.8300 1.0232 0.4989 1.0460 1.3627 -0.96
C 1.2388 2.7853 0.8145 -1.9725 0.1698 -0.8673 -0.45
H 3.3772 2.3827 0.9196 -0.6109 -0.9700 -0.8143 0.30
H 2.4495 1.5937 2.0483 0.0220 0.0357 1.9313 0.31
H 2.3266 0.8135 0.7153 0.0655 -0.4814 -1.5458 0.29
H 1.7663 3.8278 0.8753 -1.8251 -1.4984 -0.5248 0.31
H 0.3201 2.7105 1.5989 2.4803 0.1063 -1.5898 0.12
H 0.6978 2.4699 -0.2120 1.2449 1.4649 2.0373 0.04
```
Forces are in eV/Å.

Results
- Kohn-Sham gap (spin up / spin down) (hartree) = 0.1139 / 0.2387
- ⟨S²⟩ = 0.77
- calculated total energy (Ha) = -522.0885
- net charge = -1
- multiplicity = 2

***

The following is a DFT calculation (ωB97M-V/def2-TZVPD) of a 2-piece molecular cluster, C12H17N overall.

```
30
Properties=species:S:1:pos:R:3:forces:R:3:mulliken_charge:R:1
C 0.0880 0.1932 2.8320 -0.5874 0.7380 -1.1728 -1.37
C 1.0410 0.6625 1.7848 0.9585 0.5757 -0.5833 0.50
C 2.1393 1.4699 1.9706 -0.5906 -0.6585 0.6293 -0.70
N 2.8004 1.7124 0.7917 -0.0899 -0.0919 -0.5822 -0.01
C 2.1258 1.0869 -0.2378 -0.8808 -0.1769 1.1325 -0.47
C 2.3576 1.0625 -1.6020 1.3056 0.4255 -0.6758 -0.82
C 1.5024 0.3347 -2.4051 -0.4212 -0.0512 0.5339 -0.43
C 0.3944 -0.3498 -1.8510 1.5858 1.4319 1.6444 -0.65
C 0.1516 -0.2977 -0.4767 -0.1254 -0.3021 -0.4034 0.05
C 1.0071 0.4276 0.3626 0.2377 -0.1329 -0.6618 0.90
H -0.9175 0.5545 2.6041 -0.0682 0.0895 0.0129 0.28
H 0.3490 0.5823 3.7792 0.3515 0.3958 1.0924 0.39
H -0.0094 -0.8619 2.9100 0.2033 -1.0768 -0.0334 0.32
H 2.4834 1.8180 2.9325 0.2454 0.2321 -0.1769 0.39
H 3.6174 2.2741 0.6415 0.0054 0.0610 0.2981 0.16
H 3.2586 1.5751 -2.0375 -1.0592 -0.5033 0.4546 0.24
H 1.6859 0.3184 -3.4650 -0.0454 -0.1211 -0.2263 0.38
H -0.2360 -0.8769 -2.4762 -1.2471 -1.0667 -1.1575 0.53
H -0.6952 -0.8493 -0.0587 0.2472 0.2231 -0.0987 0.31
C -2.9332 -2.8063 -0.3755 -1.8410 -2.1268 -2.3167 -1.05
C -3.4312 -1.5097 -0.9966 -0.6810 0.2458 -0.6843 0.04
C -4.4498 -0.7337 -0.1140 1.1692 0.7463 -1.3928 -1.16
H -2.3997 -2.6167 0.4901 1.0228 0.2616 1.9662 0.32
H -2.2243 -3.3595 -1.0948 -1.1625 0.7073 1.0329 0.26
H -3.8493 -3.5062 -0.1259 1.8782 1.2042 -0.4383 0.33
H -2.5725 -0.8845 -1.2284 0.0580 0.1940 -0.0701 0.02
H -3.9186 -1.7414 -1.9814 0.3584 0.2249 0.7920 0.31
H -5.2426 -1.4019 0.0496 -1.2760 -0.8017 0.6487 0.35
H -4.0119 -0.3974 0.8255 -0.0462 -0.0646 0.0271 0.26
H -4.8785 0.1457 -0.6545 0.4950 -0.5819 0.4095 0.32
```
Forces are in eV/Å.

Results
- Kohn-Sham gap (hartree) = 0.3208
- calculated total energy (Ha) = -522.1996

***

The following is a DFT calculation (ωB97M-V/def2-TZVPD) of a 2-piece molecular cluster, C12H17N overall.

```
30
Properties=species:S:1:pos:R:3:forces:R:3:mulliken_charge:R:1
C 0.0587 2.9944 1.0761 0.3445 0.3229 -0.8748 -1.48
C 0.2729 1.5210 1.2704 1.2057 1.8504 0.5766 0.86
C 0.6732 1.0692 2.5039 -1.0371 -1.3069 -2.2127 -0.72
N 1.1370 -0.2547 2.3089 -0.3723 1.6740 0.4917 -0.07
C 1.2373 -0.4613 0.9555 0.0208 -0.7662 -0.6555 -0.32
C 1.6490 -1.6091 0.2751 0.3034 1.0368 -0.6061 -0.76
C 1.9845 -1.3644 -1.0608 -0.9374 -0.8235 0.6687 -0.37
C 1.5843 -0.1903 -1.7349 -0.0247 -0.3395 -0.6277 -0.82
C 0.6868 0.7020 -1.1655 1.9172 -0.1736 0.4768 -0.62
C 0.7466 0.6571 0.2207 -1.3723 -0.5860 2.4310 0.79
H -0.2070 3.2153 0.0393 -0.6337 -0.0249 0.1677 0.31
H 1.0176 3.5295 1.1419 -0.1038 -0.1616 0.3657 0.32
H -0.6326 3.4465 1.7790 -0.2141 0.0401 -0.0629 0.38
H 0.5099 1.6707 3.3801 0.4137 -0.6564 0.6064 0.39
H 1.5990 -0.7996 3.0073 0.0869 -0.2131 0.0386 0.22
H 1.7021 -2.5807 0.7453 0.3660 -0.0088 -0.0246 0.40
H 2.3274 -2.2365 -1.6050 0.4623 0.3783 -0.3199 0.37
H 2.0237 0.0153 -2.7029 -0.5827 -0.3682 -0.3998 0.40
H 0.1487 1.4588 -1.7166 0.3150 0.2361 0.0099 0.69
C -2.2405 -0.5892 -2.4967 1.2168 0.4291 0.7697 -0.99
C -2.1726 -1.2008 -1.0771 -0.5488 1.6519 -0.0549 0.54
C -3.5521 -1.2495 -0.4212 -0.9880 -1.7199 0.0599 -1.25
H -1.9860 -1.3154 -3.2650 -0.5337 0.1198 -0.2705 0.26
H -1.4317 0.1625 -2.4907 -0.3532 -0.2847 -0.5824 0.10
H -3.1633 -0.0304 -2.6169 -0.1746 -0.2872 -0.5095 0.38
H -1.6600 -2.1545 -1.1314 0.0765 -0.0531 0.4508 0.42
H -1.6010 -0.4437 -0.5331 0.3314 -0.7081 0.3271 -0.37
H -3.9233 -2.2870 -0.4289 0.0341 0.0991 -0.0418 0.28
H -3.6914 -0.9627 0.6252 0.6737 0.2764 -0.1077 0.33
H -4.3156 -0.7254 -0.9907 0.1084 0.3668 -0.0897 0.31
```
Forces are in eV/Å.

Results
- Kohn-Sham gap (hartree) = 0.3206
- calculated total energy (Ha) = -522.1509

***

The following is a DFT calculation (ωB97M-V/def2-TZVPD) of a 2-piece molecular cluster, C12H17N overall.

```
30
Properties=species:S:1:pos:R:3:forces:R:3:mulliken_charge:R:1
C -0.4221 -1.2242 3.2337 0.6963 0.1327 -0.4105 -1.31
C -1.0406 -1.1185 1.8675 -0.6748 0.3744 0.8660 0.40
C -2.3318 -0.7422 1.6502 -0.3664 -0.2345 -0.6658 -0.63
N -2.5978 -0.7381 0.2920 -0.1780 0.3324 -0.0612 -0.07
C -1.4535 -1.0717 -0.3919 -0.2733 -0.5360 0.2580 -0.51
C -1.2918 -1.3711 -1.7417 0.0076 0.3162 0.1616 -0.80
C -0.0429 -1.8115 -2.1405 -0.6404 0.1874 -0.3530 -0.55
C 0.9921 -1.9380 -1.2142 0.5666 -0.3484 0.4185 -0.53
C 0.8121 -1.7274 0.1457 -0.1742 -0.0622 -0.9486 -0.31
C -0.4616 -1.3255 0.5736 0.7267 0.0386 0.2212 1.19
H 0.1771 -0.3248 3.4502 -0.1367 -0.2638 0.0029 0.25
H 0.2611 -2.0779 3.2851 -0.0948 0.0492 0.0671 0.34
H -1.1624 -1.3293 4.0237 -0.1068 -0.0062 -0.0871 0.37
H -3.1832 -0.5707 2.2943 0.3866 0.1327 0.3208 0.42
H -3.4194 -0.3158 -0.1130 0.1719 -0.2390 0.0130 0.22
H -2.1530 -1.2472 -2.3944 0.3335 -0.1230 -0.1930 0.34
H 0.1011 -2.0712 -3.1832 0.1697 0.0448 0.0779 0.39
H 1.9715 -2.2833 -1.5381 -0.1782 0.0972 -0.1113 0.38
H 1.6722 -1.9033 0.7759 -0.2284 0.0780 0.4051 0.38
C 1.5423 3.2249 0.0703 -0.4340 -0.4854 -0.0129 -1.47
C 1.4008 1.8196 -0.4893 0.3224 -0.5186 -0.2703 0.40
C 0.8295 1.7766 -1.9164 -0.6502 -0.8131 0.1099 -1.00
H 2.1884 3.8230 -0.5607 0.1729 0.2268 -0.0134 0.37
H 1.9323 3.1689 1.0809 0.1694 0.2415 0.1596 0.38
H 0.5553 3.6890 0.1115 0.0461 0.1813 0.0149 0.34
H 2.3666 1.3070 -0.4949 0.1444 0.1988 0.0583 0.27
H 0.7995 1.2025 0.1855 -0.1393 0.1706 -0.1110 -0.13
H -0.1618 1.2999 -1.9046 0.0376 0.4349 0.0109 0.15
H 0.7415 2.7635 -2.3620 0.0402 0.1082 -0.0698 0.42
H 1.3787 1.1166 -2.5952 0.2836 0.2845 0.1420 0.26
```
Forces are in eV/Å.

Results
- Kohn-Sham gap (hartree) = 0.3211
- calculated total energy (Ha) = -522.2083